1.
2 unconnected molecules or ions with the total composition C3H7O at a distorted geometry, computed with the ωB97M-V functional and the def2-TZVPD basis.

Structure (XYZ):
```
11
Properties=species:S:1:pos:R:3:nbo_charge:R:1
O 1.489 1.639 0.901 -0.988
H 1.372 1.796 -0.028 0.471
C -0.994 -1.074 0.784 -0.821
C -0.216 -0.655 -0.292 -0.223
C -0.623 -0.362 -1.591 -0.746
H -0.762 -1.692 1.642 0.173
H 0.768 1.056 1.169 0.493
H -1.936 -0.512 0.913 0.157
H 0.874 -0.629 -0.253 0.164
H 0.027 -0.535 -2.445 0.165
H -1.641 -0.039 -1.803 0.155
```

Values from the calculation:
- Molecular weight: 59.1 Da
- ΔE to the lowest compared entry with this formula, charge and spin: 166.79 kJ/mol
- HOMO-LUMO gap: 0.21212 Eh
- Total charge: -1

=====

2.
2 unconnected molecules or ions with the total composition C2H5F3, computed with the ωB97M-V functional and the def2-TZVPD basis.

Structure (XYZ):
```
10
Properties=species:S:1:pos:R:3:nbo_charge:R:1
C 1.682 0.541 -0.215 -0.645
C 0.712 -0.491 0.316 0.058
H 2.162 0.178 -1.128 0.215
H 2.459 0.753 0.526 0.216
H 1.159 1.473 -0.447 0.215
H 1.224 -1.439 0.547 0.158
H 0.214 -0.138 1.228 0.158
F -4.030 -0.305 -0.002 0.004
F -5.317 0.175 -0.188 -0.003
F -0.264 -0.746 -0.637 -0.373
```

Values from the calculation:
- Molecular weight: 86.1 Da
- SMILES: CCF.FF
- HOMO-LUMO gap: 0.40744 Eh
- Total charge: 0

=====

3.
A single C3H4N2O3 molecule at a distorted geometry, computed with the ωB97M-V functional and the def2-TZVPD basis.

Structure (XYZ):
```
12
Properties=species:S:1:pos:R:3:nbo_charge:R:1
C 0.335 0.600 -1.492 -0.248
C 1.305 1.564 -0.665 -0.086
C 0.247 0.070 0.757 0.845
H 0.631 0.097 -2.312 0.214
H -0.580 1.148 -1.974 0.196
H 2.387 1.445 -0.941 0.212
H 0.937 2.784 -0.796 0.210
N -1.286 -1.197 -0.728 0.298
N -0.193 -0.254 -0.461 -0.369
O -1.635 -1.766 0.243 -0.218
O 1.043 1.152 0.737 -0.477
O 0.048 -0.475 1.863 -0.577
```

Values from the calculation:
- Molecular weight: 116.1 Da
- SMILES: O=NN1CCOC1=O
- ΔE to the lowest compared entry with this formula, charge and spin: 397.47 kJ/mol
- HOMO-LUMO gap: 0.35521 Eh
- Total charge: 0